1.
This record from OMol25 describes an isolated molecule of C6H10O. The level of theory is the ωB97M-V functional and the def2-TZVPD basis.

## Properties
Energy above the lowest of the compared OMol25 structures with the same formula, charge and spin in kcal per mole: 17.9
Max |F| in eV Å⁻¹: 0.514
SMILES: C[C@H]1C[C@H]1CC=O
Charge: 0
Electronic energy in eV: -8430.4655

```
17
Properties=species:S:1:pos:R:3:forces:R:3:mulliken_charge:R:1
C 0.9868 -1.7834 0.6086 0.06 0.02 -0.03 -1.40
C -0.3235 -1.0613 0.8274 -0.02 -0.11 0.03 0.20
C -0.3538 0.3306 1.3967 0.03 0.09 0.15 -0.74
C -0.7635 0.0998 -0.0281 -0.10 0.03 -0.10 0.01
C 0.0707 0.6284 -1.1757 0.06 -0.06 0.02 -0.52
C -0.3167 2.0470 -1.5499 -0.03 0.21 0.22 -0.10
O -0.4830 2.9336 -0.7479 0.05 -0.37 -0.36 -0.47
H 1.2942 -2.3041 1.5219 -0.05 0.06 -0.12 0.37
H 1.7958 -1.0937 0.3446 -0.13 -0.08 0.04 0.29
H 0.9078 -2.5277 -0.1926 0.00 0.10 0.11 0.31
H -1.1358 -1.7133 1.1452 0.13 0.11 -0.05 0.37
H -1.1172 0.5981 2.1214 0.12 -0.06 -0.13 0.26
H 0.6040 0.8196 1.5579 -0.13 -0.07 -0.04 0.22
H -1.8340 0.1480 -0.2211 0.15 -0.01 0.04 0.36
H -0.0204 -0.0096 -2.0636 0.00 0.07 0.12 0.32
H 1.1372 0.6482 -0.9063 -0.19 0.02 -0.05 0.18
H -0.4488 2.2398 -2.6384 0.05 0.05 0.15 0.33
```
Forces are in eV/Å.

=====

2.
This record from OMol25 describes a cluster of 3 separate species, C24H38Cl2N3O9PS in total in a non-equilibrium geometry. The level of theory is the ωB97M-V functional and the def2-TZVPD basis.

## Properties
Max |F| in eV Å⁻¹: 4.376
SMILES: [H]/N=C(\C)C[C@@H]1OS(=O)(=O)[C@H](/C(Cl)=C(/C)Cl)[C@@](CCCO)(Cc2ccccc2C)[C@@H]1P(C)O.C[N+](=O)[O-].C[N+](=O)[O-]
Charge: 0
Electronic energy in eV: -93561.5712

```
78
Properties=species:S:1:pos:R:3:forces:R:3:mulliken_charge:R:1
C 2.4229 2.4286 2.2482 0.41 0.07 -1.61 -1.35
C 1.8927 2.0905 0.7902 0.15 -0.72 0.60 0.27
N 1.5979 2.9917 -0.0694 0.43 -0.48 1.06 -0.39
C 1.7808 0.5718 0.4129 0.33 0.84 0.66 -0.72
C 0.5266 -0.1217 1.0968 -0.72 1.96 -1.91 -0.32
O 0.7856 -0.5296 2.4534 -1.57 -0.99 -0.38 -0.32
S -0.3183 -1.6138 3.0420 1.99 -1.51 3.59 1.46
O -0.5808 -1.2504 4.4294 -0.57 0.86 -2.04 -0.80
O 0.3148 -2.9183 3.0058 -0.82 1.07 -1.61 -0.64
C -1.8000 -1.4187 1.9848 -1.07 1.45 -0.82 0.02
C -3.1303 -1.9490 2.5793 0.01 -1.00 0.59 -0.66
Cl -4.5143 -0.7750 2.7315 1.47 -0.57 -0.30 -0.19
C -3.4360 -3.1944 3.0232 -0.71 0.45 0.21 0.66
C -4.8398 -3.5601 3.6179 0.40 0.03 -0.13 -1.26
Cl -2.2596 -4.5099 2.9215 -0.92 0.83 0.29 -0.15
C -1.5328 -1.6957 0.4330 0.07 -0.69 0.48 2.95
C -1.7067 -3.1822 -0.0494 -0.68 -0.40 -0.59 -1.70
C -3.1937 -3.7072 -0.2092 -0.03 -0.51 -0.56 -0.62
C -3.5852 -4.0057 -1.7280 0.34 -0.70 1.27 -0.74
O -3.2616 -5.3937 -2.0066 0.26 0.63 -0.33 -0.59
C -2.6299 -0.8515 -0.3581 -0.10 0.73 -0.15 -0.94
C -2.3181 0.6540 -0.5302 0.84 2.83 -1.31 -0.46
C -2.6518 1.7036 0.4509 0.37 -0.62 -0.89 0.24
C -2.3873 3.1100 0.2660 0.36 -1.13 -1.30 -0.63
C -1.7524 3.5857 -0.9624 -0.69 -2.53 0.90 -0.68
C -1.4089 2.5873 -1.9557 -0.74 -0.11 1.47 -0.44
C -1.6830 1.1521 -1.7698 -0.44 0.97 0.77 1.12
C -1.2818 0.2380 -2.9729 0.66 0.60 0.35 -1.50
C -0.0395 -1.2190 0.1235 0.67 0.95 -0.07 -0.26
P 1.2374 -2.6036 -0.0583 0.23 -2.29 -0.57 -0.09
C 1.9727 -2.3878 -1.8030 -0.28 0.26 -0.21 -0.97
O 2.5618 -2.3990 0.9824 -0.35 0.67 -0.94 -0.34
H 3.2026 3.2430 2.0868 -1.21 -0.87 0.55 0.38
H 2.9631 1.5435 2.6629 -0.74 0.71 -0.04 0.30
H 1.5589 2.7687 2.8680 0.87 -0.34 -0.26 0.31
H 1.7760 3.8864 0.4103 -0.18 -0.02 -0.45 0.36
H 2.7481 0.1028 0.7369 -0.99 0.07 -0.36 0.54
H 1.6919 0.5285 -0.7022 -0.01 -0.10 0.98 0.05
H -0.2506 0.7010 1.1471 0.70 -0.81 0.01 0.45
H -1.9567 -0.2945 2.0076 0.45 -1.12 0.20 0.06
H -4.8054 -4.5386 4.1509 0.08 0.70 -0.63 0.37
H -5.6075 -3.5904 2.7940 0.81 -0.08 0.75 0.27
H -5.1915 -2.7933 4.3558 0.52 -0.58 -0.72 0.37
H -1.1368 -3.9449 0.5255 -0.24 1.02 -0.26 0.43
H -1.2761 -3.2170 -1.0993 -0.22 0.14 1.04 0.52
H -3.9857 -3.0855 0.2702 0.76 -0.24 -0.37 0.41
H -3.2446 -4.7162 0.2898 -0.10 1.03 -0.50 0.40
H -3.0160 -3.3692 -2.4518 -0.78 -0.15 0.56 0.24
H -4.6951 -3.9369 -1.8264 0.96 0.13 -0.25 0.34
H -2.3162 -5.4512 -2.2295 -0.53 0.06 0.18 0.33
H -2.7602 -1.3118 -1.3751 0.22 0.47 1.00 0.30
H -3.6480 -0.9236 0.1195 1.17 -0.12 -0.23 0.48
H -3.1526 1.3367 1.3855 0.42 0.68 -0.91 0.11
H -2.7109 3.8188 1.0646 0.40 -0.67 -0.82 0.37
H -1.5701 4.6754 -1.0634 -0.02 -1.03 -0.22 0.37
H -0.9199 2.9422 -2.8966 -0.48 -0.56 0.89 0.34
H -1.5084 -0.8437 -2.8261 -0.02 0.93 -0.23 -0.01
H -0.1622 0.3126 -3.0964 -1.00 -0.11 0.07 0.21
H -1.7174 0.6325 -3.9311 0.23 -0.55 0.96 0.51
H -0.0844 -0.7371 -0.8961 0.15 -0.38 1.12 0.03
H 1.5883 -1.4731 -2.3276 0.64 -0.68 0.38 0.10
H 3.0940 -2.4152 -1.7946 -0.98 0.30 0.10 0.40
H 1.6469 -3.2830 -2.4032 0.19 0.84 0.65 0.33
H 3.1791 -3.1112 0.7299 -0.41 0.34 0.32 0.39
C 4.3521 2.8665 -2.7655 -0.08 -0.13 0.22 -0.48
N 4.0092 1.6402 -3.5378 -0.09 0.05 0.04 0.92
O 3.4635 0.7308 -2.9373 0.10 0.07 -0.28 -0.51
O 4.2999 1.6338 -4.7188 -0.12 -0.14 0.25 -0.57
H 4.0359 2.7293 -1.7360 -0.03 -0.07 -0.13 0.01
H 5.4279 3.0016 -2.8239 -0.11 0.00 -0.15 0.32
H 3.8246 3.7000 -3.2235 0.13 -0.04 -0.06 0.30
C 5.5775 6.0209 0.7732 -0.03 0.11 0.26 -0.80
N 5.2609 4.8072 -0.0261 -0.03 -0.10 -0.02 0.88
O 4.7178 3.8796 0.5419 0.19 0.16 -0.19 -0.49
O 5.5668 4.8217 -1.2026 0.04 0.21 0.34 -0.53
H 5.2480 5.8608 1.7958 0.00 -0.09 -0.11 0.32
H 6.6543 6.1682 0.7324 -0.08 0.04 -0.12 0.29
H 5.0477 6.8572 0.3225 0.13 -0.05 -0.07 0.31
```
Forces are in eV/Å.

=====

3.
This record from OMol25 describes a cluster of 4 separate species, C12H14Cl3N2 in total. The level of theory is the ωB97M-V functional and the def2-TZVPD basis.

## Properties
Energy above the lowest of the compared OMol25 structures with the same formula, charge and spin in kcal per mole: 0.0
Max |F| in eV Å⁻¹: 0.760
Charge: -1
Electronic energy in eV: -53220.9665

```
31
Properties=species:S:1:pos:R:3:forces:R:3:mulliken_charge:R:1
Cl 1.3611 -2.4374 0.6579 0.17 0.21 -0.20 -0.82
Cl 6.5034 -2.1674 0.9065 0.05 0.25 -0.09 -0.25
C 4.9377 -2.0532 0.0082 0.16 -0.66 0.28 -0.32
C 4.6641 -0.7171 -0.5965 -0.01 0.04 0.47 -0.15
Cl 5.6303 -0.3923 -2.0605 0.06 0.05 -0.19 -0.24
H 4.1570 -2.2721 0.7306 -0.20 -0.03 0.00 0.14
H 4.9929 -2.8611 -0.7140 -0.22 0.10 -0.14 0.32
H 4.9057 0.0600 0.1248 -0.10 0.10 -0.09 0.30
H 3.6016 -0.6876 -0.8321 0.03 0.06 -0.16 0.12
N 0.0064 0.9551 2.8885 -0.08 -0.20 0.00 -0.49
C -0.6486 0.6119 1.7837 0.07 -0.39 -0.29 -0.08
C -1.6636 1.3814 1.2240 0.10 0.16 -0.54 0.07
C -1.9891 2.5912 1.7976 0.12 0.34 0.67 -0.54
C -1.3258 2.9445 2.9701 0.06 0.10 -0.08 -0.26
C -0.3575 2.0888 3.4638 0.07 0.33 0.31 -0.26
H -0.3281 -0.3104 1.3026 0.04 -0.06 0.09 0.26
H -2.1078 1.0934 0.2783 -0.06 -0.20 0.11 0.21
H -2.7200 3.2693 1.3748 -0.06 -0.13 -0.12 0.37
H -1.4817 3.8797 3.4938 -0.24 0.01 -0.12 0.35
H 0.1702 2.3608 4.3746 0.04 -0.04 -0.02 0.33
N -2.2906 -1.8400 -1.0486 -0.08 -0.09 0.24 -0.45
C -1.2956 -1.1169 -1.5498 0.47 -0.10 -0.31 -0.11
C -1.4933 -0.1144 -2.4895 -0.03 0.26 -0.11 -0.50
C -2.7809 0.1965 -2.8870 -0.14 -0.14 -0.13 -0.20
C -3.8311 -0.5419 -2.3554 0.37 0.43 -0.02 -0.36
C -3.5174 -1.5412 -1.4465 -0.71 0.09 -0.12 -0.14
H -0.2821 -1.3582 -1.2325 -0.13 -0.18 0.27 0.28
H -0.6444 0.4156 -2.9019 0.03 0.01 0.08 0.37
H -2.9701 0.9755 -3.6170 0.03 0.02 0.05 0.36
H -4.8535 -0.3031 -2.6153 -0.06 -0.18 0.01 0.36
H -4.3491 -2.1093 -1.0335 0.25 -0.16 0.14 0.34
```
Forces are in eV/Å.

=====

4.
This record from OMol25 describes a cluster of 4 separate species, C3H13O3S in total in a non-equilibrium geometry. The level of theory is the ωB97M-V functional and the def2-TZVPD basis.

## Properties
Energy above the lowest of the compared OMol25 structures with the same formula, charge and spin in kcal per mole: 24.0
Max |F| in eV Å⁻¹: 2.812
Charge: -1
Electronic energy in eV: -20300.6715

```
20
Properties=species:S:1:pos:R:3:forces:R:3:mulliken_charge:R:1
C 2.5087 -1.2347 -1.6651 -0.47 -2.13 -1.19 -1.06
C 2.5994 0.1013 -1.0062 -0.41 0.27 2.77 -0.14
C 1.1352 0.5575 -0.5990 0.32 -0.30 -0.71 -0.59
S 0.0149 -0.6810 0.1658 0.50 0.21 -0.11 -0.63
H 1.6891 -1.2234 -2.4029 0.04 -0.02 0.20 0.24
H 2.2548 -2.0844 -0.9801 -0.11 1.16 -0.15 0.25
H 3.3406 -1.6886 -2.2312 0.42 0.92 0.20 0.33
H 3.1873 -0.0453 -0.0313 -0.45 0.58 -1.31 0.20
H 2.9745 0.9516 -1.6013 0.32 -0.65 0.06 0.28
H 0.7422 0.8229 -1.5832 -0.45 -0.15 -0.06 -0.21
H 1.1512 1.5163 -0.0738 0.26 -0.16 0.34 0.37
H -3.6067 -0.3675 3.4087 -0.23 0.31 0.26 0.43
H -4.6924 -1.3515 3.2153 -0.31 0.00 0.16 0.29
O -4.5016 -0.5815 3.7628 0.58 -0.26 -0.46 -0.66
H -1.5584 -0.5558 1.8340 0.10 0.37 -0.01 0.23
H -1.4719 0.7906 2.4792 0.05 0.04 -0.06 0.29
O -2.0032 -0.0083 2.5163 -0.23 -0.30 0.19 -0.64
H 0.8316 1.5716 -4.0883 0.27 0.02 -0.18 0.33
H 0.5695 2.2298 -2.7947 0.25 0.21 0.24 0.37
O 1.1644 2.3009 -3.5523 -0.46 -0.12 -0.18 -0.66
```
Forces are in eV/Å.